Record 1
ORCA calculation (ωB97M-V/def2-TZVPD) on a molecular structure, CHGdO5.

Its charge is +2. The HOMO-LUMO gap (spin up / spin down) is 9.6 / 5.5 eV. Its molar mass is 250.26 g mol⁻¹. The calculation puts the total energy at -32095.0727 eV. The multiplicity is 8.

Each line ends with the Löwdin charge.
Positions of all 8 atoms, in Å:
1 H 1.569 0.479 -2.027  0.20
2 C 0.305 -0.121 -0.766  -0.43
3 Gd -2.154 -0.053 2.438  2.04
4 O -0.881 0.788 0.160  -0.05
5 O 1.290 0.654 -1.115  0.26
6 O -0.115 -1.125 -1.231  0.30
7 O -0.201 -0.908 1.586  -0.19
8 O 0.187 0.286 0.956  -0.13

---

Record 2
ORCA calculation (ωB97M-V/def2-TZVPD) on a molecular structure, C3H7NORb.

Its charge is +1. The HOMO-LUMO gap is 9.0 eV. The energy above the lowest of the compared OMol25 structures with the same formula, charge and spin is 0.623 eV. Its molar mass is 158.56 g mol⁻¹. The calculation puts the total energy at -7412.4778 eV.

Each line ends with the Löwdin charge.
Positions of all 13 atoms, in Å:
1 Rb 0.016 4.682 -1.102  1.00
2 H -1.448 -1.123 1.255  0.10
3 H 0.038 -0.618 2.227  0.10
4 C -0.364 -1.017 1.295  -0.03
5 C 0.316 1.135 0.240  -0.30
6 H 0.409 -0.236 -2.004  0.09
7 H -0.864 -1.326 -1.379  0.09
8 O 0.664 1.862 -0.723  -0.17
9 H 0.235 1.480 1.283  0.14
10 H 0.055 -1.998 1.073  0.09
11 C 0.121 -0.898 -1.188  -0.01
12 H 0.810 -1.740 -1.117  0.09
13 N 0.013 -0.203 0.138  -0.18

---

Record 3
ORCA calculation (ωB97M-V/def2-TZVPD) on a molecular structure, C17H14Br2HfO2.

Its charge is 0. The HOMO-LUMO gap (spin up / spin down) is 2.7 / 2.4 eV. The energy above the lowest of the compared OMol25 structures with the same formula, charge and spin is 3.887 eV. Its molar mass is 588.60 g mol⁻¹. The calculation puts the total energy at -163340.5202 eV.

Each line ends with the Löwdin charge.
Positions of all 36 atoms, in Å:
1 C 2.286 1.015 -5.309  -0.22
2 H 0.942 1.732 6.208  0.10
3 H 0.910 -2.550 6.514  0.11
4 C 0.746 0.672 4.334  -0.58
5 H -2.346 -1.086 -2.245  0.12
6 H -0.765 1.228 -6.717  0.06
7 C -2.430 1.315 0.134  -0.18
8 C -2.259 -0.479 -1.342  -0.24
9 Br 0.598 2.302 3.363  0.78
10 C 0.754 -1.743 4.538  -0.01
11 C 0.566 -0.900 2.235  -0.52
12 C 0.674 -0.409 -6.161  -0.21
13 C 0.935 -0.385 6.524  -0.06
14 H -2.657 1.616 -2.094  0.13
15 C 0.738 -0.608 3.707  -0.15
16 C 0.872 0.763 5.728  -0.12
17 C 0.859 -1.637 5.922  -0.06
18 H 0.158 -1.311 -6.491  0.06
19 H -2.054 -2.042 0.284  0.13
20 O 0.703 0.106 1.361  -0.29
21 C -2.440 0.944 -1.256  -0.17
22 H 0.664 -2.729 4.079  0.12
23 Hf -0.300 0.356 -0.359  1.31
24 Br 0.702 -0.734 -2.314  0.29
25 H -2.663 2.300 0.538  0.13
26 H 2.608 -1.211 -5.340  0.06
27 O 0.278 -2.048 1.867  0.05
28 H 1.125 2.899 -5.722  0.05
29 C 1.186 1.811 -5.758  -0.20
30 C 1.969 -0.357 -5.556  -0.24
31 H 3.213 1.388 -4.875  0.06
32 C 0.190 0.930 -6.284  -0.20
33 C -2.093 -0.993 0.000  -0.21
34 H -2.439 0.032 1.979  0.13
35 C -2.271 0.115 0.910  -0.17
36 H 1.042 -0.300 7.597  0.11

---

Record 4
ORCA calculation (ωB97M-V/def2-TZVPD) on 8 unconnected molecules or ions with the total composition C44H46N6O18.

As for the structure (SMILES): O=[N+]([O-])c1ccccc1.O=[N+]([O-])c1ccccc1.O=[N+]([O-])c1ccccc1.O=[N+]([O-])c1ccccc1.O=[N+]([O-])c1ccccc1.O=[N+]([O-])c1ccccc1.CCOC(=O)OC.CCOC(=O)OC. Its charge is 0. The HOMO-LUMO gap is 8.7 eV. The energy above the lowest of the compared OMol25 structures with the same formula, charge and spin is 0.000 eV. Its molar mass is 946.88 g mol⁻¹. The calculation puts the total energy at -92151.6241 eV.

Each line ends with the Löwdin charge.
Positions of all 114 atoms, in Å:
1 C -1.686 -1.154 -1.704  0.02
2 O 2.703 -1.100 0.563  0.07
3 O -1.620 -0.829 4.814  0.09
4 C 2.648 2.581 -3.795  -0.08
5 O -1.101 -5.153 -3.832  0.10
6 C 0.015 0.554 -1.788  -0.02
7 C -3.292 -3.689 -3.290  -0.04
8 H -4.583 -3.690 0.286  0.09
9 O 2.736 2.594 -0.270  0.06
10 H -6.191 3.148 -3.839  0.11
11 O 6.667 4.533 -5.078  0.09
12 O 6.550 3.256 -3.324  0.06
13 O -0.046 2.007 4.895  0.07
14 H -3.306 0.132 3.120  0.11
15 C -5.408 3.054 -4.687  -0.07
16 C -5.048 1.564 -4.808  -0.19
17 O 1.498 -2.879 0.606  0.08
18 C 4.106 3.796 -5.784  -0.02
19 H 3.714 -2.493 6.350  0.09
20 O -2.991 -1.529 6.462  0.03
21 O -3.749 -1.438 4.406  0.02
22 H 1.196 0.908 6.916  0.13
23 C 2.108 -1.906 -1.466  -0.13
24 H -0.357 -2.307 8.497  0.09
25 C 4.793 2.479 4.201  -0.07
26 C -4.782 -2.837 -1.698  -0.07
27 H 1.646 -0.993 2.898  0.10
28 C 5.042 1.718 3.089  -0.06
29 C -1.760 -1.063 -0.289  -0.04
30 C 2.925 3.610 3.069  -0.01
31 N -0.873 -0.345 -3.910  -0.29
32 C -3.847 1.736 -0.344  -0.03
33 H 4.292 1.253 1.108  0.08
34 C -3.402 -0.983 3.046  -0.02
35 H -2.754 -5.148 -0.203  0.13
36 O -1.800 -0.904 -4.437  0.09
37 O -4.965 0.914 -3.532  0.03
38 H -2.467 -1.081 8.395  0.11
39 C -4.271 -2.777 -2.969  -0.10
40 C 1.749 -3.017 -3.583  -0.06
41 N 6.119 3.744 -4.350  -0.35
42 H 2.638 -0.832 7.808  0.10
43 H -2.911 -3.710 -4.292  0.12
44 H 1.300 -3.869 -1.591  0.10
45 C -3.161 -4.553 -1.047  0.02
46 H 2.805 0.134 -3.942  0.09
47 H -4.641 2.436 0.085  0.12
48 H -4.568 3.657 -4.330  0.06
49 C 2.480 -0.769 -2.132  -0.05
50 C -0.059 0.683 -0.402  -0.03
51 C 3.177 2.794 1.985  -0.13
52 O -3.301 2.296 -2.887  0.07
53 C -1.971 -1.316 7.472  -0.20
54 O 1.256 3.563 0.898  0.08
55 H 5.864 1.012 3.080  0.11
56 N 2.073 -1.978 0.038  -0.34
57 H -0.443 -2.631 6.639  0.08
58 C 2.787 3.510 -5.965  -0.04
59 H -5.624 -2.121 -1.482  0.13
60 C 1.380 0.123 4.815  -0.13
61 C 1.664 -3.050 -2.155  0.04
62 H 3.643 4.212 4.961  0.12
63 H 0.969 2.515 -5.188  0.12
64 H 4.651 2.487 -2.728  0.13
65 H -4.195 -1.415 2.414  0.09
66 H -3.484 0.968 0.333  0.06
67 C -2.719 -1.183 5.189  -0.60
68 C 2.043 -1.869 -4.225  -0.09
69 H 3.261 -2.705 4.058  0.11
70 H -1.066 0.025 1.405  0.08
71 C 4.201 1.805 1.976  0.03
72 C -2.672 -4.523 -2.366  -0.15
73 H 2.841 0.074 -1.599  0.11
74 C -0.783 -0.372 -2.409  -0.13
75 C 3.085 -1.748 5.932  -0.08
76 O -4.402 0.966 -1.417  -0.02
77 H 2.115 4.319 3.006  0.12
78 H -1.504 -3.458 7.824  0.08
79 C 4.057 2.752 -3.624  0.02
80 H -4.162 1.419 -5.404  0.12
81 H -2.971 2.370 -0.709  0.12
82 H 2.302 3.759 -6.821  0.07
83 H -5.869 3.616 -5.557  0.09
84 H 0.581 1.400 0.060  0.07
85 C 2.837 -1.811 4.531  -0.04
86 H 1.299 -3.846 -4.154  0.11
87 C 4.689 3.421 -4.617  -0.17
88 C 1.625 0.193 6.183  -0.02
89 C 2.511 -0.765 6.735  -0.08
90 H -2.359 -1.349 2.722  0.10
91 N -1.522 -5.311 -2.733  -0.37
92 N 0.489 1.187 4.176  -0.36
93 H -5.835 0.956 -5.233  0.12
94 H -2.436 -1.744 0.227  0.09
95 H -4.637 -2.086 -3.766  0.13
96 O 0.405 1.109 3.002  0.07
97 O -1.144 -6.128 -1.901  0.08
98 H 5.318 2.463 5.123  0.10
99 C -4.190 1.472 -2.639  -0.60
100 H 4.713 4.304 -6.503  0.12
101 H -2.302 -1.855 -2.286  0.08
102 C 3.758 3.443 4.175  -0.06
103 H -1.364 -0.403 7.264  0.12
104 O 0.058 0.191 -4.556  0.03
105 C 2.017 2.825 -4.978  -0.04
106 N 2.337 3.013 0.798  -0.34
107 H 2.024 -1.842 -5.331  0.13
108 C 1.936 -0.872 3.956  0.02
109 H 2.157 2.049 -2.993  0.06
110 C -0.929 -0.121 0.345  -0.06
111 H 0.431 1.404 -2.363  0.13
112 C -4.225 -3.687 -0.722  -0.07
113 C -0.996 -2.491 7.583  -0.07
114 C 2.460 -0.780 -3.490  -0.08

---

Record 5
ORCA calculation (ωB97M-V/def2-TZVPD) on a molecular structure, C3H5CuO4.

Its charge is +1. The HOMO-LUMO gap (spin up / spin down) is 9.4 / 7.3 eV. The energy above the lowest of the compared OMol25 structures with the same formula, charge and spin is 1.926 eV. Its molar mass is 168.61 g mol⁻¹. The calculation puts the total energy at -56009.8958 eV. The multiplicity is 2.

Each line ends with the Löwdin charge.
Positions of all 13 atoms, in Å:
1 H -3.503 -2.431 0.257  0.15
2 O -2.626 -2.027 0.240  0.11
3 O -3.539 -0.138 1.158  0.18
4 C -2.666 -0.710 0.568  -0.67
5 H -0.206 1.585 0.355  0.13
6 C -0.217 0.928 1.233  0.09
7 H 1.136 -0.401 2.303  0.16
8 Cu -0.312 -1.584 -0.464  0.96
9 O 1.143 -0.813 0.316  -0.12
10 H 1.154 1.406 1.481  0.24
11 C 1.003 0.048 1.301  -0.27
12 O -1.506 -0.218 0.203  -0.10
13 H -0.700 1.042 2.212  0.14

---

| no. | F_max (eV Å⁻¹) |
| --- | --- |
| 1 | 6.78 |
| 2 | 2.68 |
| 3 | 3.54 |
| 4 | 3.42 |
| 5 | 4.85 |